[1]
A 2-piece molecular cluster, C14H20F9N2O7P2 overall, computed with ωB97M-V/def2-TZVPD.

Structure (XYZ):
```
54
Properties=species:S:1:pos:R:3:forces:R:3
C 2.602 -2.020 -1.311 -2.65 0.68 1.29
C 1.494 -1.482 -0.600 2.75 0.14 -1.42
C 1.500 0.088 -0.333 -0.05 -1.35 1.15
C 0.295 0.895 -1.092 2.14 1.15 1.30
C 0.809 2.455 -1.001 1.61 6.29 -0.62
O 1.450 2.840 0.051 -1.84 -2.48 -2.05
O 0.641 3.369 -2.005 -0.12 -5.10 3.03
N 0.302 0.512 -2.500 -0.43 -0.95 0.56
C -0.809 -0.169 -3.125 0.00 -0.55 -2.58
P -0.673 -2.086 -3.272 -2.08 -2.33 1.99
O -1.087 -2.824 -1.995 1.68 1.66 -2.92
O 0.796 -2.600 -3.954 -2.73 0.95 -0.27
O -1.883 -2.496 -4.452 1.57 1.82 1.05
P 1.765 0.683 -3.414 -0.92 3.09 -2.81
N 1.419 1.541 -4.752 1.54 -0.88 1.21
C -1.066 0.856 -0.272 1.75 -1.22 1.63
F -1.510 -0.514 -0.132 0.17 2.90 -0.56
F -0.756 1.244 1.085 -0.81 -0.94 -2.88
C -2.223 1.861 -0.729 -0.63 2.16 0.01
F -2.175 3.000 0.152 -0.30 -2.52 -1.89
F -2.112 2.392 -2.026 -0.04 -1.74 2.65
C -3.727 1.300 -0.588 -1.10 1.05 -2.11
F -4.559 2.313 -1.187 1.63 -2.20 1.50
F -3.969 0.138 -1.393 0.83 2.48 2.34
C -4.262 1.155 0.913 -2.50 -0.93 1.43
F -3.436 0.429 1.779 -1.77 2.21 -2.11
F -5.489 0.412 0.828 2.77 1.61 0.20
F -4.651 2.409 1.471 1.61 -3.31 -1.34
H 3.455 -1.336 -1.639 -1.34 -1.05 0.45
H 2.638 -3.121 -1.613 0.06 1.70 0.63
H 0.643 -2.092 -0.162 1.28 0.71 -0.95
H 1.471 0.229 0.804 -0.18 0.08 -1.72
H 2.537 0.488 -0.645 -1.96 -0.37 0.30
H -1.862 0.010 -2.732 1.61 -0.14 -0.08
H -0.847 0.169 -4.238 0.07 -0.30 1.64
H 0.692 -2.574 -4.937 0.16 0.00 0.90
H -2.543 -1.757 -4.433 0.71 -0.92 -0.10
H 2.760 1.399 -2.657 -0.82 -0.98 0.21
H 2.342 -0.539 -3.876 -0.62 0.10 1.07
H 1.996 2.404 -4.672 -1.03 -0.56 -0.09
O 1.924 -2.256 2.434 -0.25 0.61 0.59
C 1.506 -1.646 3.391 0.39 -0.39 -0.42
O 1.493 -0.300 3.374 -0.08 0.13 -0.39
C 0.846 0.517 4.359 0.05 0.11 0.15
C 1.755 0.756 5.549 0.16 -0.14 0.11
C 1.085 -2.365 4.641 -0.67 -0.24 0.19
H -0.121 0.096 4.646 0.10 -0.09 0.00
H 0.634 1.472 3.872 0.10 -0.23 -0.21
H 2.006 -0.177 6.057 -0.10 0.03 0.03
H 1.278 1.425 6.269 0.02 -0.02 -0.06
H 2.698 1.203 5.224 -0.14 0.05 -0.04
H 1.967 -2.572 5.250 -0.06 0.03 -0.04
H 0.616 -3.309 4.355 0.30 0.06 -0.04
H 0.348 -1.826 5.234 0.17 0.10 0.11
```
Forces are in eV/Å.

LUMO energy = 2.45 eV
net charge = -1
Kohn-Sham gap = 7.146 eV
E = -2763.1304 a.u.
2S+1 = 1

---

[2]
A 4-piece molecular cluster, C28H52N4OSi overall, computed with ωB97M-V/def2-TZVPD.

Structure (XYZ):
```
86
Properties=species:S:1:pos:R:3:forces:R:3
C 6.611 -0.615 -0.071 0.64 0.25 -0.61
O 7.418 -0.058 0.961 -0.75 -0.31 -0.15
C 6.621 0.442 2.027 0.38 0.95 0.90
C 6.508 2.017 2.013 -0.38 -0.98 -0.87
C 5.118 2.509 1.461 0.99 0.51 0.83
C 4.227 3.217 2.519 -1.11 0.36 -1.35
C 3.027 3.898 1.746 -0.11 -0.57 0.85
C 1.694 3.928 2.579 0.49 0.11 -0.96
C 0.486 3.921 1.588 0.29 0.42 0.52
C -0.843 4.500 2.178 -0.13 -0.68 -1.31
C -2.062 3.605 1.733 -0.10 0.26 1.23
C -3.268 3.734 2.750 0.11 0.78 -1.13
C -4.557 4.273 2.032 -0.89 -0.23 0.81
Si -6.068 3.094 2.223 0.84 0.55 -1.32
C -7.377 3.686 0.975 -0.84 0.37 0.41
C -8.725 2.883 0.986 0.74 0.48 -1.00
C -8.574 1.338 0.760 -1.59 0.23 0.50
C -9.259 0.568 1.941 0.12 -0.95 -0.17
N -8.280 -0.112 2.850 -0.70 0.54 -0.54
H 7.267 -0.756 -0.952 -0.29 0.07 0.42
H 5.825 0.108 -0.364 0.11 -0.57 0.12
H 6.210 -1.614 0.197 -0.08 0.56 0.06
H 5.608 -0.010 2.016 0.51 0.09 0.09
H 7.140 0.174 2.968 -0.33 -0.17 -0.47
H 7.293 2.358 1.312 -0.20 -0.10 0.58
H 6.737 2.386 3.027 -0.25 0.07 -0.47
H 5.324 3.249 0.663 -0.26 -0.36 0.25
H 4.607 1.644 0.997 -0.04 0.54 0.25
H 4.759 4.035 3.040 0.04 -0.71 -0.04
H 3.768 2.516 3.240 0.61 0.20 -0.15
H 2.805 3.306 0.833 0.28 0.34 0.34
H 3.336 4.921 1.447 -0.34 -0.55 -0.02
H 1.697 4.831 3.219 -0.20 -0.50 -0.17
H 1.672 3.018 3.212 -0.14 0.57 -0.13
H 0.804 4.502 0.696 -0.33 -0.27 0.43
H 0.326 2.879 1.237 0.11 0.56 0.21
H -0.799 4.635 3.273 0.04 -0.26 -0.46
H -1.016 5.491 1.708 0.13 -0.35 0.61
H -1.791 2.533 1.700 0.16 0.56 -0.19
H -2.357 3.941 0.720 0.04 -0.43 0.49
H -2.947 4.471 3.513 -0.37 -0.54 -0.19
H -3.465 2.762 3.246 0.19 0.53 -0.21
H -4.439 4.427 0.943 0.18 -0.06 0.51
H -4.897 5.242 2.463 0.39 -0.42 -0.32
H -6.536 3.030 3.611 -0.20 0.03 0.19
H -5.585 1.763 1.791 -0.02 -0.15 0.17
H -7.637 4.734 1.267 0.24 -0.54 -0.21
H -6.975 3.773 -0.057 -0.01 -0.28 0.61
H -9.344 3.275 0.148 0.25 -0.13 0.56
H -9.269 3.154 1.909 0.26 -0.50 -0.30
H -7.542 1.005 0.563 -0.36 0.19 0.42
H -9.166 1.080 -0.144 0.46 0.15 0.38
H -9.933 -0.228 1.543 0.18 0.69 -0.08
H -9.924 1.220 2.541 0.56 -0.15 -0.38
H -8.107 -1.008 2.404 0.41 -0.01 0.43
H -8.769 -0.291 3.722 0.25 -0.20 0.00
N -10.312 -3.136 1.681 -0.09 -0.22 0.01
C -11.020 -3.631 2.742 -0.02 0.03 0.03
C -11.705 -4.738 2.312 0.02 0.08 0.16
C -11.394 -4.922 0.941 0.09 0.04 -0.14
C -10.530 -3.920 0.581 0.00 0.03 -0.05
H -9.725 -2.324 1.709 -0.01 0.02 0.00
H -10.977 -3.154 3.707 -0.02 -0.03 -0.02
H -12.356 -5.349 2.916 0.02 0.02 -0.01
H -11.761 -5.700 0.292 0.02 0.02 0.01
H -10.056 -3.697 -0.360 -0.03 -0.02 0.01
N 6.160 -3.588 -4.414 0.13 0.06 0.07
C 6.501 -3.153 -3.163 0.03 -0.01 0.01
C 7.865 -3.006 -3.123 -0.15 0.03 0.12
C 8.365 -3.361 -4.402 0.01 -0.08 -0.13
C 7.289 -3.713 -5.177 -0.05 -0.08 -0.06
H 5.227 -3.785 -4.724 -0.01 0.01 -0.01
H 5.747 -2.988 -2.411 0.04 -0.01 0.00
H 8.439 -2.679 -2.272 -0.01 -0.02 -0.02
H 9.396 -3.357 -4.719 -0.03 0.04 -0.01
H 7.228 -4.040 -6.203 0.01 0.09 0.00
N 9.367 -6.034 -6.483 0.05 -0.08 -0.04
C 8.913 -6.615 -7.635 0.00 0.04 0.01
C 10.000 -7.072 -8.336 -0.16 -0.02 -0.04
C 11.154 -6.759 -7.574 0.09 0.05 0.12
C 10.731 -6.122 -6.435 -0.02 0.03 -0.01
H 8.788 -5.609 -5.779 0.06 -0.04 0.04
H 7.859 -6.652 -7.857 0.03 -0.02 -0.02
H 9.969 -7.576 -9.288 0.00 0.01 0.03
H 12.178 -6.977 -7.830 -0.03 0.01 0.01
H 11.282 -5.724 -5.599 0.00 -0.02 -0.03
```
Forces are in eV/Å.

LUMO energy = 0.70 eV
structure (SMILES) = COCCCCCCCCCCC[SiH2]CCCCN.c1cc[nH]c1.c1cc[nH]c1.c1cc[nH]c1
net charge = 0
Kohn-Sham gap = 8.882 eV
E = -1681.7278 a.u.
2S+1 = 1

---

[3]
A 2-piece molecular cluster, C6H6O overall, computed with ωB97M-V/def2-TZVPD.

Structure (XYZ):
```
13
Properties=species:S:1:pos:R:3:forces:R:3
C 0.305 0.920 3.229 -0.01 -0.04 -0.18
C 0.132 0.532 2.104 0.14 0.24 0.55
C -0.145 0.029 0.861 -0.41 -0.35 0.06
C -0.545 -0.533 -0.125 0.41 0.48 0.41
C -1.147 -1.299 -1.179 -0.47 -0.37 0.44
O 0.840 0.337 -2.237 0.51 0.48 0.02
C 1.242 0.911 -1.253 0.15 0.04 -0.45
H 0.422 1.236 4.236 0.07 0.06 0.00
H -1.825 -1.830 -0.497 -0.47 -0.62 -0.93
H -0.469 -1.995 -1.682 -0.09 0.23 0.18
H -1.708 -0.708 -1.909 0.19 -0.07 0.24
H 0.823 1.878 -0.913 0.03 -0.09 -0.16
H 2.075 0.524 -0.636 -0.05 0.01 -0.18
```
Forces are in eV/Å.

LUMO energy = 0.95 eV
structure (SMILES) = C#CC#CC.C=O
net charge = 0
Kohn-Sham gap = 10.239 eV
E = -307.2909 a.u.
ΔE to the lowest compared entry with this formula, charge and spin = 108.2 kcal per mole
2S+1 = 1